Entry from the OMol25 dataset: a cluster of 2 separate species, C4H9N3 in total (wB97M-V/def2-TZVPD).

ORCA input file:
```
! wB97M-V def2-TZVPD RIJCOSX def2/J DEFGRID3
* xyz 0 1
C -0.048 -2.209 -0.329
C -0.754 1.326 -0.265
C 1.195 0.275 0.485
N -1.079 2.583 -0.696
N -1.558 0.359 -0.017
C 2.078 -0.214 1.304
N 0.603 1.119 -0.199
H -2.541 0.572 -0.144
H -0.664 -1.221 -0.207
H -2.017 2.768 -1.009
H -0.348 3.153 -1.084
H -0.677 -2.772 -1.014
H 0.934 -2.146 -0.784
H 0.014 -2.753 0.608
H 2.258 -1.271 1.363
H 2.603 0.430 1.990
*
```

Computed properties:
- Molecular weight: 99.1 u
- Highest occupied orbital energy: -0.332 hartree
- Strongest force on any atom: 0.0473 hartree/bohr
- E_LUMO: 0.6 eV
- SMILES: [H]/N=C(\N)N=C=C.C
- Energy above the lowest of the compared OMol25 structures with the same formula, charge and spin: 221.06 kJ/mol



Entry from the OMol25 dataset: a cluster of 8 separate species, C26H74N10O8 in total (wB97M-V/def2-TZVPD).

ORCA input file:
```
! wB97M-V def2-TZVPD RIJCOSX def2/J DEFGRID3
* xyz 0 1
C 0.413 -0.593 -0.307
O 0.461 -1.799 -0.571
N 1.076 0.065 0.673
N -0.192 0.299 -1.172
H 1.664 -0.409 1.357
H 0.853 1.026 0.854
H -0.556 1.177 -0.851
H -0.294 -0.013 -2.132
C 1.848 -2.567 2.845
O 2.543 -1.757 2.236
N 1.949 -2.760 4.183
N 0.903 -3.343 2.221
H 1.261 -3.255 4.718
H 2.656 -2.298 4.731
H 0.972 -3.425 1.218
H 0.492 -4.101 2.730
C 0.910 -0.795 -5.736
C -0.539 -0.885 -5.290
C -1.267 -2.006 -6.066
O -2.622 -1.978 -5.691
C -3.505 -2.810 -6.434
N -0.647 -1.057 -3.847
H 1.347 0.195 -5.599
H 1.000 -0.930 -6.820
H 1.506 -1.577 -5.264
H -1.038 0.019 -5.655
H -0.777 -2.971 -5.869
H -1.148 -1.871 -7.151
H -4.354 -2.852 -5.749
H -3.177 -3.824 -6.655
H -3.854 -2.286 -7.326
H -0.260 -1.952 -3.539
H -1.659 -1.205 -3.783
C 2.994 -3.927 -2.166
C 1.754 -4.628 -2.666
C 1.289 -5.558 -1.516
O 0.058 -6.195 -1.832
C -0.255 -7.124 -0.805
N 0.647 -3.713 -3.007
H 2.821 -2.991 -1.630
H 3.619 -3.687 -3.032
H 3.619 -4.530 -1.504
H 1.982 -5.317 -3.484
H 1.236 -4.974 -0.587
H 2.065 -6.321 -1.371
H -1.174 -7.629 -1.116
H -0.464 -6.580 0.118
H 0.461 -7.943 -0.700
H 0.682 -3.010 -2.256
H -0.201 -4.208 -2.725
C -1.962 -0.658 2.443
C -1.833 -0.549 3.963
C -3.016 0.122 4.645
O -2.583 0.793 5.815
C -3.675 1.208 6.607
N -1.581 -1.829 4.608
H -2.846 -1.202 2.100
H -1.065 -1.068 1.983
H -2.124 0.329 2.003
H -0.970 0.118 4.115
H -3.786 -0.634 4.867
H -3.587 0.798 3.991
H -3.872 0.436 7.355
H -4.613 1.409 6.073
H -3.474 2.193 7.035
H -1.649 -1.715 5.613
H -0.641 -2.128 4.382
C 1.353 4.643 0.720
C -0.155 4.765 0.970
C -0.686 3.474 1.609
O -1.124 2.564 0.580
C -2.533 2.348 0.489
N -0.372 5.916 1.894
H 1.893 4.122 1.511
H 1.808 5.624 0.586
H 1.482 4.095 -0.217
H -0.648 5.052 0.043
H -1.510 3.748 2.270
H 0.094 2.883 2.094
H -2.627 1.558 -0.254
H -2.916 3.231 -0.045
H -3.102 2.271 1.413
H -0.026 5.667 2.817
H -1.373 6.056 2.004
C -1.655 4.381 -6.987
C -2.309 4.908 -5.697
C -1.499 4.800 -4.405
O -0.862 3.543 -4.452
C -0.427 3.069 -3.198
N -2.691 6.336 -5.894
H -0.760 4.948 -7.259
H -2.288 4.540 -7.862
H -1.448 3.321 -6.837
H -3.183 4.282 -5.504
H -2.152 4.896 -3.528
H -0.838 5.663 -4.235
H -1.170 2.353 -2.812
H -0.343 3.835 -2.423
H 0.473 2.466 -3.312
H -1.835 6.850 -5.696
H -2.853 6.509 -6.879
C 3.063 1.546 4.171
C 2.843 0.559 5.319
C 3.985 -0.445 5.273
O 3.779 -1.397 6.341
C 4.921 -2.196 6.538
N 2.830 1.296 6.589
H 2.303 2.327 4.208
H 2.916 1.059 3.199
H 4.072 1.951 4.115
H 1.887 0.033 5.242
H 4.916 0.052 5.572
H 4.199 -0.965 4.337
H 5.133 -2.780 5.636
H 4.750 -2.920 7.332
H 5.828 -1.639 6.785
H 1.867 1.363 6.919
H 3.168 0.687 7.340
*
```

Computed properties:
- Molecular weight: 654.9 u
- Highest occupied orbital energy: -0.323 hartree
- Strongest force on any atom: 0.0490 hartree/bohr
- E_LUMO: 0.5 eV
- SMILES: COC[C@H](C)N.COC[C@H](C)N.COC[C@H](C)N.COC[C@H](C)N.COC[C@H](C)N.COC[C@H](C)N.NC(N)=O.NC(N)=O
- Energy above the lowest of the compared OMol25 structures with the same formula, charge and spin: 152.97 kJ/mol



Entry from the OMol25 dataset: the molecule C5H11NO (wB97M-V/def2-TZVPD).

ORCA input file:
```
! wB97M-V def2-TZVPD RIJCOSX def2/J DEFGRID3
* xyz 0 1
C -0.265 -2.097 1.207
C 0.648 -0.867 1.350
N 0.060 0.269 0.560
C -0.113 0.110 -1.122
C -0.041 1.167 -2.125
C -1.140 2.255 -2.435
O 1.033 -0.784 2.661
H 0.220 -3.008 1.481
H -1.021 -1.862 1.957
H -0.728 -2.119 0.227
H 0.506 1.291 0.920
H 0.684 -0.655 -1.156
H 1.587 -1.155 0.739
H -1.041 -0.466 -0.940
H 0.930 1.516 -2.264
H -1.880 2.050 -1.615
H -1.584 2.055 -3.441
H -0.894 3.327 -2.364
*
```

Computed properties:
- Molecular weight: 101.1 u
- Highest occupied orbital energy: -0.274 hartree
- Strongest force on any atom: 0.1010 hartree/bohr
- E_LUMO: -3.2 eV
- Energy above the lowest of the compared OMol25 structures with the same formula, charge and spin: 841.53 kJ/mol